The following is a DFT calculation (ωB97M-V/def2-TZVPD) of a 2-piece molecular cluster, C21H37N3P overall in a non-equilibrium geometry.

XYZ file:
```
62
Properties=species:S:1:pos:R:3:forces:R:3:nbo_charge:R:1
C 7.400 3.068 2.322 0.5 0.5 -0.2 -0.419
N 6.705 1.789 2.261 0.4 -1.2 -1.3 -0.299
C 5.543 1.614 3.111 -0.4 -0.2 0.6 -0.430
C 7.108 0.833 1.431 0.1 0.8 0.7 0.234
C 6.551 -0.463 1.387 0.1 -0.9 -0.3 -0.364
C 6.893 -1.387 0.407 -0.8 1.3 0.4 0.048
C 6.050 -2.528 0.108 -0.5 -1.1 0.0 -0.151
C 5.876 -2.997 -1.223 0.4 0.3 0.6 -0.161
C 5.003 -4.045 -1.498 -0.1 -0.1 0.2 -0.155
C 4.299 -4.678 -0.459 0.5 0.3 0.0 -0.169
C 4.456 -4.223 0.858 0.0 0.0 0.0 -0.211
C 5.305 -3.157 1.137 0.2 0.2 -0.3 -0.151
H 6.832 3.718 2.995 0.3 0.0 -0.4 0.230
H 8.418 2.937 2.718 -0.4 0.0 0.0 0.231
H 7.488 3.525 1.323 -0.2 -0.1 0.4 0.231
H 5.410 2.555 3.646 -0.2 -0.4 0.0 0.232
H 4.636 1.380 2.532 0.4 0.1 0.1 0.233
H 5.706 0.806 3.837 0.0 0.2 -0.1 0.228
H 7.904 1.133 0.738 -0.2 -0.3 0.3 0.227
H 5.777 -0.725 2.122 0.2 0.3 -0.6 0.232
H 7.730 -1.161 -0.254 -0.2 0.0 -0.1 0.231
H 6.424 -2.486 -2.019 -0.2 -0.3 0.1 0.222
H 4.867 -4.382 -2.527 0.1 0.1 0.3 0.226
H 3.657 -5.537 -0.668 0.2 0.4 0.0 0.235
H 3.916 -4.705 1.677 0.2 0.2 -0.3 0.234
H 5.433 -2.794 2.161 -0.1 -0.3 -0.3 0.212
C 12.308 -4.949 -1.691 0.2 -0.5 -0.4 -0.620
C 11.301 -4.751 -0.568 -0.2 -0.1 0.2 0.131
C 9.900 -4.605 -1.162 -0.1 -0.1 -0.2 -0.626
C 11.335 -5.954 0.376 0.2 -0.3 0.0 -0.615
N 11.671 -3.547 0.176 0.0 0.2 0.2 -0.765
C 12.326 -2.467 -0.522 0.3 0.2 -0.6 -0.205
C 12.417 -1.283 0.432 0.3 0.5 -0.4 -0.217
N 11.813 -1.674 1.683 0.0 0.0 0.1 -0.762
C 11.601 -0.659 2.717 -0.1 -0.3 0.0 0.131
C 12.700 0.386 2.595 0.3 0.5 0.4 -0.619
C 11.646 -1.327 4.091 0.2 0.1 0.3 -0.616
C 10.243 0.012 2.527 -0.3 0.3 0.0 -0.633
P 10.810 -3.007 1.509 -0.8 -0.9 1.0 1.030
H 9.518 -2.458 0.978 0.5 0.2 -0.4 -0.202
H 13.337 -4.923 -1.310 -0.2 0.0 -0.1 0.220
H 12.146 -5.936 -2.144 0.0 0.2 0.1 0.223
H 12.204 -4.207 -2.493 0.0 -0.1 0.3 0.212
H 9.132 -4.493 -0.387 0.1 0.0 -0.1 0.207
H 9.865 -3.726 -1.814 -0.1 -0.1 0.0 0.201
H 9.659 -5.494 -1.757 0.0 0.2 0.0 0.219
H 10.609 -5.874 1.195 0.1 0.1 -0.2 0.219
H 11.113 -6.867 -0.191 0.0 0.2 0.2 0.213
H 12.335 -6.063 0.817 -0.2 0.0 -0.1 0.223
H 13.345 -2.761 -0.800 -0.3 0.0 -0.1 0.203
H 11.786 -2.176 -1.442 0.1 -0.1 0.2 0.173
H 13.478 -1.047 0.583 -0.3 0.2 0.0 0.203
H 11.923 -0.399 -0.008 0.1 -0.1 0.0 0.168
H 12.591 1.016 1.701 0.0 -0.2 0.2 0.211
H 12.652 1.056 3.464 0.0 -0.1 -0.2 0.219
H 13.694 -0.078 2.585 -0.2 0.1 0.0 0.227
H 10.842 -2.060 4.231 0.2 0.2 -0.1 0.221
H 12.604 -1.842 4.237 -0.2 0.1 -0.1 0.229
H 11.549 -0.561 4.871 0.0 -0.2 -0.1 0.209
H 9.419 -0.701 2.646 0.1 0.0 0.0 0.210
H 10.102 0.815 3.262 0.0 -0.1 -0.1 0.208
H 10.176 0.440 1.522 0.0 0.0 0.0 0.194
```
Positions in Å, forces in eV/Å.

Computed properties:
* 2S+1: 1
* E_tot: -36129.5924 eV
* LUMO level: -4.630 eV
* HOMO-LUMO gap: 5.40 eV
* charge: +1



The following is a DFT calculation (ωB97M-V/def2-TZVPD) of C24H22BrIN3OTi as an isolated structure in a non-equilibrium geometry.

XYZ file:
```
53
Properties=species:S:1:pos:R:3:forces:R:3:nbo_charge:R:1
Ti 0.293 -0.426 0.423 0.1 1.0 -0.7 1.220
C 3.175 -0.030 -1.052 -0.1 0.1 -0.1 -0.238
N 2.148 -0.818 -0.396 0.8 -0.3 -0.1 -0.633
C 2.342 -2.087 -0.220 0.2 -0.3 0.0 0.164
C 1.508 -2.820 0.671 0.1 0.0 0.1 -0.067
C 1.455 -4.177 0.976 0.0 -0.1 0.0 -0.212
C 0.533 -4.310 2.017 0.0 0.0 0.0 -0.311
C 0.065 -3.031 2.299 -0.1 0.1 0.1 -0.011
N 0.634 -2.109 1.500 0.3 -0.7 0.1 -0.670
C 3.763 0.962 -0.067 0.0 0.0 0.0 -0.070
C 3.963 2.291 -0.430 0.0 -0.1 0.0 -0.224
C 4.466 3.206 0.486 0.0 0.0 0.1 -0.210
C 4.772 2.798 1.778 0.0 0.0 0.0 -0.210
C 4.579 1.474 2.146 0.0 0.0 0.0 -0.217
C 4.075 0.561 1.230 0.0 0.0 0.0 -0.159
H 2.745 0.526 -1.893 0.0 -0.1 0.1 0.199
H 3.951 -0.683 -1.465 0.0 0.0 0.0 0.213
H 3.171 -2.590 -0.722 0.0 -0.1 0.0 0.200
H 2.028 -4.962 0.508 0.0 0.0 0.0 0.230
H 0.246 -5.219 2.519 0.0 0.0 0.0 0.232
H -0.646 -2.737 3.058 0.0 0.0 0.0 0.203
H 3.723 2.612 -1.436 0.0 0.0 0.0 0.217
H 4.621 4.235 0.189 0.0 0.0 0.0 0.226
H 5.166 3.507 2.494 0.0 0.0 0.0 0.227
H 4.822 1.150 3.149 0.0 0.0 0.0 0.227
H 3.911 -0.467 1.529 0.0 0.0 0.0 0.213
O 0.778 1.700 0.539 -0.1 0.0 0.2 -0.750
C -0.330 2.596 0.698 0.0 0.1 0.0 -0.097
C -1.601 1.783 0.716 0.0 0.1 0.1 0.210
C -2.832 2.320 0.391 0.1 0.0 0.0 -0.238
C -3.958 1.508 0.472 0.0 0.0 0.0 -0.121
C -3.822 0.199 0.907 0.0 0.1 0.1 -0.241
C -2.555 -0.258 1.226 -0.3 -0.1 0.0 0.069
N -1.465 0.503 1.098 -0.7 0.4 0.4 -0.581
H 1.611 2.086 0.848 0.0 0.0 -0.1 0.533
H -0.343 3.318 -0.121 0.0 0.0 0.0 0.209
H -0.230 3.132 1.645 0.0 0.0 0.0 0.219
H -2.906 3.351 0.074 0.0 0.0 0.0 0.238
H -4.930 1.902 0.210 0.0 0.0 0.0 0.238
H -4.674 -0.457 1.010 0.0 0.0 0.0 0.244
H -2.390 -1.263 1.598 0.0 0.0 -0.1 0.228
Br -1.246 -2.600 -1.235 0.0 -0.1 -0.1 0.194
C -2.585 -1.520 -2.023 -0.1 0.0 0.0 -0.126
C -3.876 -2.032 -2.074 0.0 0.0 0.0 -0.225
C -4.898 -1.278 -2.626 0.0 0.0 0.0 -0.202
C -4.636 -0.014 -3.130 0.0 0.0 0.0 -0.146
C -3.349 0.497 -3.083 0.0 0.0 0.0 -0.236
C -2.320 -0.253 -2.528 -0.1 -0.1 0.0 -0.205
I -0.411 0.580 -2.485 0.0 0.0 0.0 0.311
H -4.072 -3.022 -1.689 0.0 0.0 0.0 0.243
H -5.898 -1.687 -2.670 0.0 0.0 0.0 0.235
H -5.429 0.575 -3.570 0.0 0.0 0.0 0.226
H -3.141 1.479 -3.488 0.0 0.0 0.0 0.235
```
Positions in Å, forces in eV/Å.

Computed properties:
* 2S+1: 3
* E_tot: -133016.8231 eV
* LUMO level (alpha / beta): -2.779 / -2.815 eV
* relative energy (zero: lowest compared OMol25 entry of this formula, charge and spin): 14.9 kcal/mol
* HOMO-LUMO gap (alpha / beta): 6.58 / 7.66 eV
* charge: +1
* expectation value of S²: 2.0085



The following is a DFT calculation (ωB97M-V/def2-TZVPD) of one molecule with the formula C4H7NO2.

XYZ file:
```
14
Properties=species:S:1:pos:R:3:forces:R:3:nbo_charge:R:1
H 2.676 1.516 0.121 0.0 -0.1 0.0 0.351
N 2.541 0.575 -0.248 -0.4 0.1 0.2 -0.683
C 1.395 0.142 0.043 0.2 0.0 -0.2 0.534
C 0.827 -1.189 -0.384 0.2 0.0 -0.1 -0.160
O -0.357 -1.320 0.374 0.0 -0.1 0.1 -0.513
C -0.752 -0.024 0.742 -0.3 0.1 0.0 0.376
C -1.747 0.583 -0.223 -0.1 0.1 0.0 -0.656
O 0.438 0.774 0.773 0.1 -0.1 0.1 -0.502
H 0.621 -1.178 -1.463 0.1 -0.1 0.1 0.195
H 1.504 -2.005 -0.128 -0.1 0.1 -0.2 0.220
H -1.164 -0.079 1.756 0.1 0.1 -0.1 0.174
H -2.043 1.565 0.154 -0.1 -0.1 -0.1 0.223
H -2.622 -0.072 -0.293 0.1 0.2 0.0 0.225
H -1.318 0.712 -1.225 0.0 -0.1 0.2 0.216
```
Positions in Å, forces in eV/Å.

Computed properties:
* 2S+1: 1
* E_tot: -9846.1302 eV
* LUMO level: 0.890 eV
* relative energy (zero: lowest compared OMol25 entry of this formula, charge and spin): 26.5 kcal/mol
* HOMO-LUMO gap: 11.15 eV
* structure (SMILES): [H]/N=C1/CO[C@H](C)O1